Record 1
Molecular formula: C7H7F
Method: DFT, ωB97M-V/def2-TZVPD

As for the SMILES: C#C[C@@H]1C=C[C@H](F)C1. The value obtained for the energy relative to the best compared isomer or geometry (same formula, charge and spin) is 3.242 eV. As for the total energy: -10086.2599 eV. Its LUMO energy is 0.934 eV.

```
15
Properties=species:S:1:pos:R:3:forces:R:3:lowdin_charge:R:1
C 0.01129 1.59747 0.32240 2.474 -0.634 -1.543 -0.315
C 0.74697 0.50590 -0.57661 1.492 1.088 0.466 -0.048
C 0.61371 -0.82444 0.23161 0.904 -0.170 -1.215 -0.344
C -0.50199 -0.49575 1.02755 -4.623 -2.658 3.080 -0.147
C -0.93987 0.73419 1.00959 -1.483 1.566 3.095 -0.050
C 0.31684 -2.07581 -0.46150 0.982 -3.036 -3.095 -0.100
C 0.26664 -3.09410 -1.16840 -0.801 1.358 1.597 0.117
H 0.90965 1.95832 0.87559 -1.311 0.536 0.488 0.156
H 0.29683 0.54425 -1.54062 -0.614 -0.669 -0.746 0.111
H 1.80177 0.80494 -0.73299 -0.471 -0.251 0.096 0.118
H 1.36195 -1.02693 1.01200 0.807 0.228 -0.741 0.167
H -1.03858 -1.36090 1.61764 1.117 1.919 -1.001 0.166
H -1.67841 1.08366 1.79834 0.714 -0.282 -1.484 0.139
H -0.00953 -4.05602 -1.67042 0.596 1.635 0.742 0.049
F -0.52503 2.66310 -0.40748 0.216 -0.629 0.261 -0.019
```
Positions in Å, forces in eV/Å.

=====

Record 2
Molecular formula: C7H7F2N2O2
Method: DFT, ωB97M-V/def2-TZVPD

As for the SMILES: Cc1cnn(C)c1C(F)(F)C(=O)[O-]. The charge is -1. The value obtained for the energy relative to the best compared isomer or geometry (same formula, charge and spin) is 0.000 eV. As for the total energy: -19884.4922 eV. Its LUMO energy is 3.680 eV.

```
20
Properties=species:S:1:pos:R:3:forces:R:3:lowdin_charge:R:1
C 2.19913 -0.17096 -0.35856 -0.293 0.005 0.094 -0.138
C 1.07563 -0.93968 -0.03506 -0.243 0.235 0.185 -0.231
C 0.11068 0.01101 0.25484 -2.573 -1.070 0.460 -0.062
C -2.32150 0.00617 -0.79771 0.553 -0.404 1.424 -0.683
C 0.92773 -2.42179 -0.01245 -0.107 0.027 0.059 -0.058
C 0.02906 2.50242 0.22342 -0.288 0.554 0.088 -0.022
C -1.46865 -0.23201 0.56721 2.003 0.793 -0.951 -0.326
N 1.93987 1.12628 -0.28612 0.524 0.510 -0.137 0.052
N 0.66174 1.22314 0.07833 0.120 -0.492 -0.020 -0.159
O -2.44616 1.19798 -1.06793 -0.087 0.934 -0.234 -0.028
O -2.67539 -1.02030 -1.35442 -0.226 -0.840 -0.459 -0.004
F -1.62045 -1.47003 1.11391 0.158 0.015 -0.270 0.067
F -1.84920 0.63407 1.56537 0.037 0.124 -0.115 0.050
H 3.17294 -0.51782 -0.64928 0.224 0.000 -0.063 0.092
H 0.82362 -2.78252 1.01167 0.022 -0.119 -0.027 0.073
H 0.02945 -2.70889 -0.55579 -0.007 -0.148 -0.031 0.077
H 1.79432 -2.89764 -0.46805 0.044 -0.067 -0.031 0.066
H -0.09073 2.75256 1.28001 0.041 0.016 -0.039 0.085
H 0.66251 3.24422 -0.25896 0.013 -0.077 0.018 0.081
H -0.95459 2.46376 -0.25045 0.085 0.003 0.049 0.068
```
Positions in Å, forces in eV/Å.

=====

Record 3
Molecular formula: C7H7F3N2
Method: DFT, ωB97M-V/def2-TZVPD

As for the SMILES: FC1=NN=CC1(F)F.C1=CCC1. The value obtained for the energy relative to the best compared isomer or geometry (same formula, charge and spin) is 4.646 eV. As for the total energy: -18500.3486 eV. Its LUMO energy is -0.917 eV.

```
19
Properties=species:S:1:pos:R:3:forces:R:3:lowdin_charge:R:1
C 1.41537 -0.75595 -0.97412 0.757 0.122 -0.274 -0.062
C 1.22277 0.55555 -0.78772 1.505 -1.490 0.791 -0.097
C 2.95103 -0.62699 -0.68462 -2.293 -1.133 -0.160 -0.184
C 2.68879 0.82881 -0.48965 -0.282 1.747 0.720 -0.204
C -2.04041 -0.65400 1.65302 -0.643 1.183 1.382 -0.009
C -2.82567 0.93735 0.25780 -0.579 2.532 1.124 -0.274
C -2.51244 -0.52276 0.21863 2.220 -0.167 -0.578 -0.456
N -2.18415 0.47678 2.24304 0.965 -1.805 1.179 0.054
N -2.69495 1.45648 1.40988 -0.412 0.470 -1.783 0.132
F -3.29838 1.69535 -0.70506 0.122 -0.864 -0.534 0.158
F -1.46657 -0.79726 -0.64168 -0.760 0.114 0.257 0.085
F -3.55131 -1.22210 -0.15706 -1.092 -1.011 -0.234 0.179
H 0.70313 -1.56319 -1.18375 0.582 0.200 0.132 0.085
H 3.19263 -1.08532 0.23521 0.516 -0.865 0.899 0.088
H 3.62550 -0.86754 -1.45489 0.902 -0.548 -0.907 0.083
H 3.21008 1.34528 -1.30134 -0.061 0.777 0.607 0.104
H 2.88318 1.19719 0.57398 0.020 -0.098 -1.630 0.131
H -1.66953 -1.44278 2.29733 -0.001 -0.473 -0.814 0.129
H 0.35093 1.04510 -0.50900 -1.467 1.308 -0.175 0.057
```
Positions in Å, forces in eV/Å.

=====

Record 4
Molecular formula: C7H7F3N2
Method: DFT, ωB97M-V/def2-TZVPD

As for the total energy: -18500.2003 eV. The spin multiplicity is 3. Its LUMO energy (spin up / spin down) is 0.805 / -2.570 eV.

```
19
Properties=species:S:1:pos:R:3:forces:R:3:mulliken_spin:R:1
C -1.31009 -0.94689 0.99788 -1.559 0.177 -0.239 0.442
C -0.06026 -1.20365 1.50917 1.612 0.014 0.205 -0.023
C -1.84568 0.19703 0.36172 0.322 0.066 0.085 -0.144
C -1.25204 1.23114 -0.28516 -1.105 -0.379 -0.039 0.399
C 1.02407 -0.40164 1.60860 -1.117 -1.430 0.401 0.212
C 0.14352 1.46477 -0.74381 0.220 1.130 -0.166 -0.036
C 0.94147 -0.63088 -1.57222 -1.024 -4.513 -3.233 0.009
N 1.93599 0.16445 2.12791 0.567 1.329 0.899 0.111
N 1.10062 0.42464 -0.78066 0.166 1.708 1.376 0.781
F 0.86664 -0.34829 -2.92038 0.237 0.754 0.823 0.042
F 1.98861 -1.47590 -1.45312 0.015 0.337 0.209 0.005
F -0.16720 -1.47799 -1.41006 0.961 1.360 0.309 0.033
H -2.02329 -1.74803 1.14774 -0.003 0.006 0.018 0.032
H 0.13404 -2.20770 1.87299 0.139 -0.007 -0.114 0.002
H -2.93018 0.22053 0.37060 -0.014 0.139 0.012 0.001
H -1.92127 2.01324 -0.63106 0.102 0.001 0.025 0.013
H 0.04540 1.88350 -1.76223 0.151 -0.185 -0.011 0.058
H 0.56991 2.28473 -0.14415 0.070 -0.229 -0.062 0.034
H 2.75975 0.55692 1.70623 0.260 -0.279 -0.499 0.030
```
Positions in Å, forces in eV/Å.

=====

Record 5
Molecular formula: C7H7F4NO6P2
Method: DFT, ωB97M-V/def2-TZVPD

As for the SMILES: O=P(O)(O)C(F)(F)c1cccc(C(F)(F)P(=O)(O)O)n1. The value obtained for the energy relative to the best compared isomer or geometry (same formula, charge and spin) is 0.197 eV. As for the total energy: -50599.6276 eV. Its LUMO energy is -0.222 eV.

```
27
Properties=species:S:1:pos:R:3:forces:R:3:lowdin_charge:R:1
O 0.61172 0.08682 2.27882 0.398 1.209 -0.641 -0.279
O -2.05566 -0.82379 0.89222 -0.397 0.511 -0.863 -0.276
F 2.14378 2.71969 0.71056 -1.095 -0.234 0.135 0.074
F 0.09596 3.42994 0.20440 0.517 -0.278 0.310 0.069
F -1.66460 -2.23259 -2.21743 0.266 -0.021 0.573 0.095
F 0.21131 -3.04614 -1.39154 -0.159 -0.537 -0.211 0.077
N 0.10348 0.17450 -0.55625 -0.860 -0.705 0.554 0.147
O 0.43411 2.32293 3.39437 0.085 0.954 -2.278 -0.087
O -1.51685 1.40446 2.02071 2.163 1.399 -0.314 -0.121
O -0.17942 -2.28309 1.62521 -0.985 -0.225 -2.679 -0.148
O -2.44492 -3.22335 0.77594 1.662 -0.726 -1.989 -0.085
C 0.77164 1.33053 -0.65004 0.365 -1.770 -1.144 -0.186
C 0.04599 -0.77257 -1.50765 1.497 3.003 -0.332 -0.170
C 1.49560 1.54404 -1.80476 0.697 0.121 -1.447 0.022
C 0.77010 -0.59848 -2.72103 -0.387 1.065 1.259 0.024
C 1.50158 0.58606 -2.89372 -0.210 0.275 1.473 0.004
C 0.83799 2.32375 0.53666 -0.519 -0.423 -0.494 -0.424
C -0.70518 -2.04926 -1.26580 0.064 -0.269 0.642 -0.468
P 0.08725 1.48032 2.06717 -0.892 -2.382 1.817 0.604
P -1.36215 -2.07454 0.50997 -0.089 1.150 3.693 0.609
H 0.10082 1.74636 4.06802 -0.250 -0.491 1.252 0.070
H -1.69019 0.53206 1.57304 -0.672 -0.623 -0.411 0.000
H 0.21863 -1.35621 1.76698 -0.134 -0.253 0.322 0.020
H -2.71202 -3.05514 1.66985 -0.591 0.014 1.063 0.074
H 2.08225 2.46761 -1.83903 -0.099 -0.390 -0.410 0.123
H 0.70021 -1.37339 -3.44294 0.226 -0.409 -0.714 0.110
H 2.11859 0.73947 -3.80373 -0.601 0.036 0.833 0.121
```
Positions in Å, forces in eV/Å.

=====

Record 6
Molecular formula: C7H7HfN2O6
Method: DFT, ωB97M-V/def2-TZVPD

The charge is +3. The value obtained for the energy relative to the best compared isomer or geometry (same formula, charge and spin) is 0.470 eV. As for the total energy: -23909.8600 eV. Its LUMO energy is -15.116 eV.

```
23
Properties=species:S:1:pos:R:3:forces:R:3:lowdin_charge:R:1
O 1.94624 2.16476 -6.40737 -1.775 -1.225 2.298 0.055
C 1.31400 1.72004 -5.56418 1.717 1.171 -2.171 -0.020
Hf -0.04732 -0.13743 -1.52557 -1.099 1.042 1.316 1.365
C -1.99299 -1.02606 -0.86297 -6.779 -2.857 3.513 0.035
O -2.87127 -1.33399 -0.17702 4.021 1.416 -3.351 0.276
C 1.70347 -1.03056 -0.55588 6.606 -2.252 5.057 -0.023
O 2.55324 -1.30719 0.19994 -4.661 1.470 -4.552 0.283
C 0.21207 2.04093 -1.09209 1.388 6.982 3.449 0.040
O 0.40169 3.00106 -0.47083 -0.944 -4.714 -3.484 0.270
C 0.28823 -2.04848 -2.88198 1.609 -5.891 -2.949 0.013
O 0.56190 -3.06773 -3.36558 -1.443 5.396 2.372 0.264
H 1.32368 0.23469 -2.51059 1.236 -0.011 -0.758 -0.012
C -0.66526 1.64194 2.75635 -0.153 1.637 0.241 -0.011
N -0.53314 0.20685 2.79020 0.088 -0.772 -1.529 0.106
C -0.35482 -0.50137 1.67667 -0.278 -0.479 3.807 -0.500
N -0.27776 -1.83630 1.78258 -0.029 0.663 -0.763 0.251
O -0.25511 0.12972 0.55924 0.309 -0.287 -2.854 -0.220
H 0.24719 2.13910 2.38616 -0.227 -0.348 0.247 0.108
H -0.84543 1.99666 3.77991 0.085 -0.116 -0.367 0.129
H -1.51463 1.98082 2.13714 0.232 -0.348 0.290 0.114
H -0.63816 -0.27482 3.67878 0.057 0.067 -0.130 0.191
H -0.14311 -2.42906 0.98016 -0.026 -0.221 0.308 0.122
H -0.41269 -2.26359 2.68693 0.067 -0.324 0.010 0.164
```
Positions in Å, forces in eV/Å.

=====

Record 7
Molecular formula: C7H7IN3O
Method: DFT, ωB97M-V/def2-TZVPD

As for the SMILES: [O-]N/C(CC1=C=[N+]=CC=C1)=[NH+]\I. The charge is +1. As for the total energy: -21978.5511 eV. Its LUMO energy (spin up / spin down) is -5.028 / -5.024 eV.

```
19
Properties=species:S:1:pos:R:3:forces:R:3:lowdin_charge:R:1
C -2.11828 -1.56638 -0.94916 -0.743 -0.038 0.550 -0.010
C -1.13325 -0.64395 -1.10328 0.964 2.279 0.238 0.037
C -2.46976 -1.72465 0.38400 -2.528 -2.969 0.236 -0.079
C -0.54443 0.17065 -0.03545 -0.650 -0.246 -2.070 -0.114
C -0.98188 -0.38535 1.07836 0.867 0.251 1.520 0.083
C 1.61695 1.08875 0.26853 -0.005 -1.343 0.156 -0.365
C 0.25633 1.45007 -0.22679 0.556 -1.589 1.597 -0.015
N -1.82085 -1.22495 1.43269 0.628 1.078 -0.090 0.211
N 1.70462 0.81370 1.56642 2.822 -0.070 -2.573 -0.095
N 2.50288 0.65403 -0.67623 -1.231 0.946 1.599 -0.485
O 0.67172 0.90732 2.32054 -1.557 -0.668 0.628 -0.076
I 4.22403 -0.17700 -0.24833 1.205 -0.521 0.093 1.050
H -2.74306 -2.01985 -1.78429 1.229 0.607 1.284 0.165
H -0.93366 -0.30572 -2.07729 0.571 0.392 -1.284 0.115
H -3.32234 -2.37859 0.61138 0.406 0.293 0.152 0.139
H 0.25292 1.74949 -1.22316 0.047 0.468 -1.751 0.113
H -0.09143 2.23831 0.39894 -0.731 0.507 0.479 0.138
H 2.68579 0.46506 1.86216 -2.099 0.416 0.268 0.128
H 2.24372 0.88907 -1.59902 0.249 0.207 -1.034 0.061
```
Positions in Å, forces in eV/Å.